{"formula": "C11H13N2O6Pd", "method": "ωB97M-V/def2-TZVPD", "multiplicity": 3, "total_charge": 1, "homo_ev": [-11.48, -11.48], "de_lowest_kcal_mol": 54.2, "total_energy_ha": -1115.3572, "gap_ev": [7.0, 4.0], "elements": ["C", "H", "H", "N", "C", "H", "O", "H", "C", "H", "N", "H", "C", "O", "C", "C", "O", "H", "H", "H", "O", "C", "C", "H", "Pd", "H", "H", "C", "C", "C", "H", "O", "O"], "coordinates": [[-0.42928, 1.11641, -3.78461], [-2.73338, 1.71058, -0.10991], [-1.37460, 0.22823, 3.94454], [-0.10951, -0.75456, 1.64662], [2.17934, -1.71752, -2.00699], [-1.11879, 2.19601, -0.65085], [-1.05836, -0.23477, -0.41886], [-1.91444, 3.11144, 0.65220], [0.52500, -1.94969, 1.07138], [0.67982, -1.53999, -3.77704], [-1.19578, 1.28666, 1.24070], [1.64366, -1.91015, 1.06296], [-1.77002, 2.11520, 0.23090], [2.92691, -2.08618, -1.20796], [-0.79836, 0.08133, 0.76514], [-0.49518, 0.73926, 3.52956], [-1.25643, 1.90791, -4.03763], [-0.23982, 2.63045, 2.52387], [0.14205, -2.88572, 1.55991], [0.01766, 1.21889, 4.36609], [2.04724, -1.77946, -5.70506], [-1.26964, -3.22911, -1.15103], [-0.97485, 1.81412, 2.56977], [0.62933, -1.16027, 3.52771], [1.40149, 0.03919, -3.19225], [0.17100, -1.97342, 0.02162], [-1.92029, 2.23794, 2.93827], [1.59966, -1.17199, -4.80902], [2.27941, 1.29601, -2.36951], [0.42511, -0.27815, 2.89319], [1.39638, 0.18230, 2.61817], [-1.85320, -3.52167, -2.18316], [2.44783, 2.28073, -1.75876]]}